Entry 1:
Below is a structure of composition C30H52BrN3P2SV, with properties calculated with ωB97M-V/def2-TZVPD.

Output
Net charge: +4
Frontier orbital gap (spin up / spin down): 4.6 / 4.6 eV
Multiplicity: 2
HOMO (spin up / spin down): -18.3910 / -18.3946 eV

Atoms and positions in Å:
H (-6.67094, 5.91820, -3.46671)
C (4.94315, 0.98786, 0.05434)
P (-0.87447, -1.95768, -0.58762)
H (5.20890, -1.19966, 3.18193)
H (6.47607, 1.47036, -1.40538)
C (4.01262, -1.51779, 1.39304)
H (5.76425, -2.53624, 2.14811)
H (-1.06675, -2.57400, -3.56378)
C (-5.69323, 3.42490, -5.38649)
H (1.43765, 1.37535, -2.91103)
H (-5.79016, 3.10176, -6.43468)
H (-0.33396, 3.35562, 0.48522)
C (-6.15149, 4.98781, -3.73254)
H (-0.06129, -1.10988, -3.45750)
H (-1.67501, -1.28417, 6.10856)
H (0.38021, -3.66394, -1.75740)
C (0.69433, 2.35559, 2.67559)
N (0.38168, 1.37237, 3.70381)
H (1.55204, 2.06648, 5.31730)
H (1.52515, 2.97956, 3.03315)
H (1.27092, -2.14676, -1.58364)
H (-1.30924, -5.22110, 1.21881)
H (5.00238, -3.16390, -1.86608)
H (-2.68234, -4.23024, 0.71129)
H (6.27700, 2.68570, -0.12797)
H (-2.64025, -1.30864, -2.09565)
H (-4.05203, 2.76143, -1.22061)
H (0.83410, -0.28946, 6.11811)
N (-0.54665, -0.58591, 4.54314)
C (-4.01864, 2.31087, -2.21103)
C (-1.84131, 1.39089, -1.92404)
H (0.65916, -2.63742, -3.98526)
C (-0.80430, -3.13639, 0.80104)
V (-0.68667, 0.42214, -0.47972)
C (0.48903, 1.99473, 5.02949)
H (0.26133, -3.35629, 0.98513)
C (-5.36461, 4.29895, -2.80406)
H (-5.19700, 4.74424, -1.82476)
C (4.88109, -2.02243, 2.54272)
H (-2.72551, -3.02457, -1.69656)
C (0.29311, -2.57142, -1.86426)
C (0.64270, 1.99933, -0.98119)
C (4.17228, -1.17004, -1.56887)
H (1.54367, -1.08376, 4.65168)
H (-1.48382, -4.77736, -0.48580)
H (1.02092, 1.83576, 1.76019)
C (-4.79902, 3.06111, -3.16413)
H (-4.14148, -0.71868, -0.40761)
H (-2.65298, 2.37116, -0.15385)
C (-0.06996, -2.19774, -3.29516)
H (-1.79350, -2.29124, 4.64787)
H (4.33702, -2.72768, 3.17504)
C (5.03769, -2.17591, -2.34399)
Br (1.93535, 0.73330, 0.14730)
P (5.03059, -0.84367, 0.03334)
H (4.58704, 1.31614, 1.04518)
H (7.09273, 1.14154, 0.24976)
C (-0.45128, 0.31401, 3.51333)
H (0.06381, 3.01535, 4.98853)
C (-4.94039, 2.64010, -4.50701)
H (-4.55313, -2.44513, -0.41406)
C (-0.45718, 2.64299, -0.34017)
C (-0.70467, 1.10996, -2.70315)
H (4.10070, -0.20671, -2.09941)
H (-0.06378, 1.39364, 5.76671)
H (-0.15112, 3.00324, 2.42610)
H (6.08161, -1.82946, -2.36922)
C (-1.74381, 2.18254, -0.71861)
H (4.17675, 1.28037, -0.68347)
H (-0.89558, 0.69394, -3.69087)
H (0.45187, -1.97867, 5.74193)
C (-3.73075, -1.72777, -0.26059)
C (-2.59935, -2.02592, -1.25735)
C (-1.61447, -4.41025, 0.54418)
H (-1.15409, -2.57879, 1.68843)
C (-3.17619, 1.29268, -2.52585)
C (0.64497, -0.99682, 5.29755)
N (-6.29249, 4.55235, -4.99144)
H (3.15098, -1.53025, -1.37721)
H (-4.45379, 1.73006, -4.84036)
C (6.28563, 1.60725, -0.32973)
H (-3.34636, 0.66578, -3.39981)
C (-1.75177, -1.25188, 5.00872)
S (-1.36285, 0.21284, 2.00084)
H (3.35254, -0.68917, 1.70315)
H (3.37015, -2.30938, 0.97375)
H (-2.68204, -0.74053, 4.75965)
H (-3.42635, -1.80511, 0.79503)
H (4.69061, -2.28701, -3.37837)
C (0.56434, 1.53655, -2.29499)

Cartesian forces (eV/Å) of the 6 atoms listed first:
H 0.31 -0.43 -0.15
C 0.59 0.42 0.41
P -0.59 -0.77 -0.57
H 0.10 -0.08 -0.12
H 0.08 -0.01 0.38
C 0.04 -0.38 -0.03



Entry 2:
Below is a cluster of 2 separate species, CHN3O3 in total, with properties calculated with ωB97M-V/def2-TZVPD.

Output
Frontier orbital gap (spin up / spin down): 7.9 / 7.8 eV
Multiplicity: 1
Energy relative to the best compared isomer or geometry (same formula, charge and spin): 448.1 kJ/mol
HOMO (spin up / spin down): -11.2293 / -11.4756 eV

Atoms and positions in Å:
N (-3.21790, 0.49225, -0.79624)
H (1.14448, -1.33908, 0.76779)
O (2.61171, -0.32448, -0.12738)
O (1.26812, 1.31879, -0.67241)
O (-1.61185, -0.07763, 0.78836)
C (-2.37535, 0.14012, -0.08685)
N (1.53283, 0.27807, -0.20182)
N (0.64795, -0.48804, 0.32854)

Cartesian forces (eV/Å) of the 6 atoms listed first:
N -3.68 1.18 -3.63
H -0.89 1.92 0.05
O 2.22 0.09 -1.23
O 0.11 2.25 -1.17
O 0.20 -0.46 0.70
C 2.94 -0.57 3.18



What did the second record say?
Below is a cluster of 2 separate species, CHN3O3 in total, with properties calculated with ωB97M-V/def2-TZVPD.

Output
Frontier orbital gap (spin up / spin down): 7.9 / 7.8 eV
Multiplicity: 1
Energy relative to the best compared isomer or geometry (same formula, charge and spin): 448.1 kJ/mol
HOMO (spin up / spin down): -11.2293 / -11.4756 eV

Atoms and positions in Å:
N (-3.21790, 0.49225, -0.79624)
H (1.14448, -1.33908, 0.76779)
O (2.61171, -0.32448, -0.12738)
O (1.26812, 1.31879, -0.67241)
O (-1.61185, -0.07763, 0.78836)
C (-2.37535, 0.14012, -0.08685)
N (1.53283, 0.27807, -0.20182)
N (0.64795, -0.48804, 0.32854)

Cartesian forces (eV/Å) of the 6 atoms listed first:
N -3.68 1.18 -3.63
H -0.89 1.92 0.05
O 2.22 0.09 -1.23
O 0.11 2.25 -1.17
O 0.20 -0.46 0.70
C 2.94 -0.57 3.18



Repeat the second record exactly.
Below is a cluster of 2 separate species, CHN3O3 in total, with properties calculated with ωB97M-V/def2-TZVPD.

Output
Frontier orbital gap (spin up / spin down): 7.9 / 7.8 eV
Multiplicity: 1
Energy relative to the best compared isomer or geometry (same formula, charge and spin): 448.1 kJ/mol
HOMO (spin up / spin down): -11.2293 / -11.4756 eV

Atoms and positions in Å:
N (-3.21790, 0.49225, -0.79624)
H (1.14448, -1.33908, 0.76779)
O (2.61171, -0.32448, -0.12738)
O (1.26812, 1.31879, -0.67241)
O (-1.61185, -0.07763, 0.78836)
C (-2.37535, 0.14012, -0.08685)
N (1.53283, 0.27807, -0.20182)
N (0.64795, -0.48804, 0.32854)

Cartesian forces (eV/Å) of the 6 atoms listed first:
N -3.68 1.18 -3.63
H -0.89 1.92 0.05
O 2.22 0.09 -1.23
O 0.11 2.25 -1.17
O 0.20 -0.46 0.70
C 2.94 -0.57 3.18